[1]
19
Properties=species:S:1:pos:R:3 method="wB97M-V/def2-TZVPD" orbital_gap_ha=0.3143 e_homo_ev=-7.7 de_lowest_ev=0.2911 total_energy_ha=-994.06658 smiles=CCCSSCC
C 2.4005 0.1394 -0.6580
C 3.0721 -0.1404 0.6935
C 0.8721 0.0519 -0.5961
S 0.4054 -1.6522 -0.2554
S -1.6953 -1.6579 -0.0789
C -2.1341 0.0778 0.1037
C -3.6495 0.1890 0.2210
H 2.6608 1.1496 -0.9186
H 2.7792 -0.5303 -1.4310
H 2.5353 0.3647 1.4990
H 3.1785 -1.1869 0.9425
H 4.0548 0.3297 0.6690
H 0.4221 0.3673 -1.5356
H 0.5703 0.7345 0.2002
H -1.7248 0.6681 -0.7140
H -1.6779 0.4912 1.0081
H -4.1329 -0.3589 -0.5848
H -3.9459 -0.2545 1.1685
H -3.9907 1.2179 0.2669



[2]
20
Properties=species:S:1:pos:R:3 method="wB97M-V/def2-TZVPD" orbital_gap_ha=0.3358 e_homo_ev=-8.4 de_lowest_ev=0.6421 total_energy_ha=-1392.24083 smiles=CSCS[C@H](C)SC
C 1.8315 1.8475 -1.8338
C -0.3318 1.5885 -0.2031
C -1.3827 -1.0303 -0.3173
C -1.9093 -0.8314 1.1164
C 1.0870 -1.7860 1.1352
H 2.2602 1.1676 -1.0280
H 2.6583 2.4320 -2.3206
H 1.3659 1.2213 -2.5721
H -0.9764 2.1074 0.5152
H 0.3059 0.9092 0.4117
H -2.0399 -1.6082 -0.9761
H -1.2755 -0.2371 1.7874
H -1.9476 -1.8282 1.5918
H -2.8768 -0.3276 1.0824
H 0.7169 -2.4186 1.9406
H 2.1488 -1.9425 0.9840
H 0.9826 -0.7445 1.4550
S 0.6056 2.9222 -1.0900
S -1.3896 0.5684 -1.2253
S 0.1670 -2.0099 -0.4535



[3]
19
Properties=species:S:1:pos:R:3 method="wB97M-V/def2-TZVPD" orbital_gap_ha=0.3376 e_homo_ev=-9.3 de_lowest_ev=3.1484 total_energy_ha=-885.27657
C -1.4437 1.3829 1.4204
C -1.3998 0.6326 0.3074
C 1.3283 -0.8997 0.9816
C 0.9083 0.8052 -1.6920
C -0.6036 -1.9466 -1.1770
Si 0.1043 -0.3855 -0.3721
S -0.2659 2.4257 3.0602
H -2.4193 1.8045 1.7282
H 0.8126 2.5708 2.4513
H -2.3517 0.1476 0.0231
H 2.2017 -0.2462 0.9784
H 0.6195 -0.9546 1.8176
H 1.9425 -1.8412 0.8210
H 0.3392 1.8318 -1.4998
H 2.0355 0.8734 -1.6162
H 0.7276 0.4454 -2.6550
H 0.1084 -2.6575 -1.7049
H -1.4939 -2.4499 -0.7762
H -1.1501 -1.5388 -2.0962



[4]
18
Properties=species:S:1:pos:R:3 method="wB97M-V/def2-TZVPD" orbital_gap_ha="0.3209 / 0.2506" e_homo_ev="-8.9 / -7.0" de_lowest_ev=5.1831 total_energy_ha=-486.98538
C -0.7055 1.1900 0.5083
C -1.6174 0.2588 0.1952
C -3.0736 0.5964 -0.0429
C -1.1266 -1.1258 -0.2100
C 3.0613 -0.6758 0.6951
Si 2.4888 0.5378 -0.7727
H -0.9817 2.2825 0.5481
H -3.6288 0.5279 0.9276
H -3.1685 1.6704 -0.3611
H -3.6265 -0.1339 -0.6650
H -0.0813 -1.0861 0.0324
H -1.1518 -1.1992 -1.2793
H -1.5481 -1.9911 0.3630
H 2.4160 -1.2174 1.2398
H 3.7244 -1.4424 0.2147
H 3.7047 -0.0482 1.2972
H 3.2333 1.8655 -0.7266
H 2.0814 -0.0093 -1.9638



[5]
18
Properties=species:S:1:pos:R:3 method="wB97M-V/def2-TZVPD" orbital_gap_ha="0.2778 / 0.3376" e_homo_ev="-7.4 / -8.7" de_lowest_ev=5.4722 total_energy_ha=-486.97476
C 1.0214 -1.4865 0.4532
C 0.0780 -0.7823 -0.0817
C 0.4605 -2.6223 1.3131
C 1.1517 1.2120 -1.9493
C -1.1722 2.1201 0.1993
Si -1.4727 0.2551 -0.0488
H 2.1825 -1.4713 0.3050
H 1.0889 -2.5880 2.2276
H -0.4605 -2.3438 1.6274
H 0.5002 -3.4583 0.7636
H 0.8033 1.9824 -2.6391
H 1.4738 1.4666 -0.9072
H 1.8187 0.3616 -2.2858
H -1.1316 2.7388 -0.6573
H -1.8485 2.6397 0.7474
H -0.2260 2.3261 0.7326
H -1.9038 -0.2032 1.2519
H -2.3638 -0.1467 -1.0518



[6]
22
Properties=species:S:1:pos:R:3 method="wB97M-V/def2-TZVPD" orbital_gap_ha=0.3233 e_homo_ev=-8.5 total_energy_ha=-3853.23230 smiles=CCSCP(Br)#P(C)C
C -2.9414 -0.1370 -2.1630
C -2.0194 -1.3435 -2.0253
S -1.9762 -2.0959 -0.3724
C -0.5002 -1.4505 0.4821
P 0.2666 0.1054 -0.1293
Br -1.0833 1.5955 0.8647
P 2.0667 -0.0101 1.1481
C 1.6579 0.9428 2.6579
C 3.1398 1.1692 0.2200
H -3.8491 -0.2807 -1.5772
H -2.4612 0.7797 -1.8282
H -3.2304 -0.0069 -3.2086
H -2.3749 -2.1584 -2.6576
H -1.0042 -1.1177 -2.3495
H 0.2965 -2.1959 0.4308
H -0.7801 -1.3342 1.5307
H 0.7749 0.4984 3.1194
H 1.4372 1.9888 2.4463
H 2.4883 0.8690 3.3607
H 2.9677 2.2099 0.4985
H 2.9402 1.0566 -0.8462
H 4.1848 0.9155 0.3980



[7]
20
Properties=species:S:1:pos:R:3 method="wB97M-V/def2-TZVPD" orbital_gap_ha=0.1428 e_homo_ev=-6.6 de_lowest_ev=5.6168 total_energy_ha=-3061.68736
C -1.4695 -1.8086 -1.5824
C 1.1266 -0.8158 1.8523
C 0.8943 2.1435 -0.8013
C -0.8203 -0.4063 -1.8958
C -0.0503 0.0837 1.4905
Si -0.1180 0.6248 -0.3401
Br 0.6522 2.6089 4.0830
H -1.7634 -2.3684 -2.4580
H -0.7911 -2.3695 -1.0317
H -2.3437 -1.4932 -1.0660
H 0.8893 -1.9147 1.6707
H 1.9894 -0.5737 1.2206
H 1.1901 -0.9125 2.9793
H 0.3414 2.9835 -0.9264
H 1.5484 2.1673 0.0127
H 1.4326 1.9527 -1.7075
H -1.4382 0.2521 -2.5690
H -0.0051 -0.5151 -2.7298
H -0.3179 0.9025 2.1314
H -0.9467 -0.5411 1.6676



[8]
22
Properties=species:S:1:pos:R:3 method="wB97M-V/def2-TZVPD" s_squared=0.752 spin_multiplicity=2 orbital_gap_ha="0.3041 / 0.3114" e_homo_ev="-17.0 / -17.1" charge=+2 de_lowest_ev=0.0000 total_energy_ha=-898.42033
C 2.1109 1.7976 0.0916
O 1.6432 0.6935 -0.6957
H 1.2834 2.2736 0.6320
H 2.8714 1.4186 0.7817
H 2.5652 2.5401 -0.5765
C 0.7196 1.0352 -1.7236
O -0.5263 1.1720 -1.1609
C -1.4521 0.1011 -1.2353
C -1.7958 -0.3891 0.1512
O -0.7216 -1.1169 0.7462
C -1.0734 -1.6940 2.0060
H 0.7709 0.3019 -2.5407
H 0.9897 2.0285 -2.1009
H -1.1090 -0.7052 -1.9027
H -2.3754 0.5024 -1.6731
H -2.0187 0.4629 0.8112
H -2.6716 -1.0502 0.0864
H -1.9602 -2.3275 1.8728
H -1.2275 -0.8904 2.7384
H -0.2580 -2.3453 2.3408
Ce 1.4656 -1.3147 0.2371
H 2.7697 -2.4939 1.1137



[9]
21
Properties=species:S:1:pos:R:3 method="wB97M-V/def2-TZVPD" orbital_gap_ha=0.3598 e_homo_ev=-8.9 de_lowest_ev=1.0484 total_energy_ha=-767.90205 smiles=CCC(C)(C)N(N)Cl
C 0.4357 2.0624 0.9666
C 1.2008 -0.9728 0.4325
C -0.1244 -0.7371 -1.7297
C 0.4402 1.3278 -0.3500
C 0.0718 -0.1543 -0.2325
N -1.4069 -1.5496 1.0389
N -1.1571 -0.3364 0.5671
Cl -2.5717 0.2899 -0.4462
H -0.6812 2.1994 1.2404
H 0.7740 1.4604 1.7851
H 0.8903 3.1193 0.8753
H 0.9761 -0.9370 1.4975
H 1.2588 -1.9635 0.0670
H 2.2263 -0.5779 0.1944
H 0.5989 -1.6494 -1.7798
H -1.0584 -0.9366 -2.1533
H 0.4565 -0.0520 -2.4219
H -0.2863 1.8539 -1.1617
H 1.4635 1.3165 -0.5897
H -2.1028 -1.4711 1.8039
H -1.4040 -2.2920 0.3960



[10]
22
Properties=species:S:1:pos:R:3 method="wB97M-V/def2-TZVPD" orbital_gap_ha="0.1944 / 0.1895" e_homo_ev="-17.8 / -17.8" charge=+2 de_lowest_ev=5.2357 total_energy_ha=-842.28861
C -0.6372 0.4873 0.3191
C -1.2639 2.5922 1.0985
C 1.6016 -0.4343 0.0754
C -0.3032 -1.5642 1.1526
C -0.2364 -1.3513 -1.2110
N -0.2359 1.5273 0.8530
N 0.1320 -0.6412 0.1043
O -3.1473 -0.6339 -0.1702
Cl -4.4919 -0.3071 -0.9149
H -1.0258 2.9176 2.1475
H -2.2185 2.1549 1.0368
H -1.0327 3.2987 0.4282
H 1.9236 0.3345 -0.6092
H 2.0278 -0.1321 1.0911
H 2.1185 -1.3725 -0.2067
H 0.2153 -2.5492 1.0863
H -0.1520 -1.2907 2.2542
H -1.3268 -1.7930 0.9329
H 0.0997 -0.7113 -2.0308
H 0.4241 -2.2302 -1.3851
H -1.2502 -1.5079 -1.3153
H 0.6801 1.8287 1.2179



[11]
22
Properties=species:S:1:pos:R:3 method="wB97M-V/def2-TZVPD" orbital_gap_ha=0.3202 e_homo_ev=-11.7 charge=+1 de_lowest_ev=0.1250 total_energy_ha=-822.52515
C 0.7352 1.4546 -0.6880
C 2.3344 0.1165 -1.9874
C -0.5283 -1.7268 0.2294
C 0.2292 2.0042 0.4322
C -1.5020 0.2391 1.2874
N 1.8166 0.6584 -0.7550
N -1.7851 0.9759 2.3410
N -0.7492 -0.8290 1.3407
Cl 1.1067 1.9200 1.9458
H 0.1749 1.5721 -1.6077
H 1.5498 0.1093 -2.7417
H 2.6790 -0.9054 -1.8232
H 3.1736 0.7048 -2.3701
H -1.4571 -1.8900 -0.3157
H 0.2166 -1.3262 -0.4579
H -0.1731 -2.6805 0.6113
H -0.5544 2.7372 0.4098
H -2.0568 0.4143 0.3729
H -2.3513 1.8041 2.2516
H -1.2517 0.8844 3.1956
H 2.4571 0.6870 0.0244
H -0.1928 -0.9888 2.1728



[12]
23
Properties=species:S:1:pos:R:3 method="wB97M-V/def2-TZVPD" orbital_gap_ha=0.3113 e_homo_ev=-12.5 charge=+1 de_lowest_ev=0.9772 total_energy_ha=-1264.67147
C 1.7759 0.7367 0.2542
C -0.2974 1.2777 -1.2319
C -0.2908 1.4258 1.0846
C -0.0011 -0.9334 0.2068
C -1.4692 -1.3042 -0.0987
N 0.3117 0.5884 -0.0057
O -2.2318 -0.2100 0.1798
P 1.1196 -2.0146 -0.9083
I -1.7894 -1.7178 -2.2628
I -2.0478 -3.0136 1.1867
H 2.1860 0.0520 0.9221
H 2.3363 0.3983 -0.7804
H 2.2296 1.7104 0.4874
H -1.3654 1.1676 -1.2214
H 0.1771 2.2533 -1.1610
H -0.0195 0.6061 -2.0369
H -1.3458 1.5084 1.2250
H 0.1016 1.2695 1.9939
H 0.0399 2.3894 0.9651
H 0.3477 -1.0330 1.1935
H -3.1204 -0.3538 0.5007
H 2.4843 -1.6075 -0.2702
H 0.8689 -3.1956 -0.2223